No. 1
Formula: C35H61Br3O18
Source: the Open Molecules 2025 dataset
Level of theory: wB97M-V/def2-TZVPD

Geometry as XYZ:
```
117
Properties=species:S:1:pos:R:3:forces:R:3:mulliken_charge:R:1
C -17.474 23.205 -7.986 0.66 -0.53 0.15 -1.442
C -17.661 22.241 -9.161 0.05 0.83 1.74 0.483
C -19.085 21.760 -9.384 0.65 -0.01 0.04 -0.372
O -19.114 21.724 -10.787 -0.12 0.15 -2.24 -0.334
C -18.103 22.455 -11.354 0.15 1.20 -1.21 0.662
O -17.933 22.701 -12.539 -0.60 -0.97 3.15 -0.545
O -17.340 22.964 -10.324 -0.38 -0.41 -1.84 -0.347
H -16.436 23.538 -7.974 0.12 -0.17 0.07 0.352
H -17.664 22.679 -7.050 -0.05 0.07 0.09 0.383
H -18.044 24.133 -8.009 -0.46 -0.32 -0.37 0.365
H -16.991 21.384 -9.103 0.16 -0.01 0.23 0.246
H -19.811 22.466 -8.980 -0.20 -0.03 -0.14 0.270
H -19.276 20.738 -9.057 0.02 0.22 0.33 0.277
C -32.703 22.485 -0.309 0.94 0.83 0.25 -1.367
C -31.287 22.783 -0.814 -1.25 -0.77 -0.87 0.379
C -30.762 24.223 -0.681 0.57 -1.32 0.16 -0.330
O -29.420 23.928 -0.180 -0.24 2.22 -0.54 -0.311
C -29.291 22.673 0.180 3.72 -1.86 2.97 0.702
O -28.312 22.209 0.798 -2.79 1.51 -2.11 -0.617
O -30.355 21.975 -0.121 -0.59 -0.78 0.34 -0.344
H -32.914 21.417 -0.262 -0.01 0.14 -0.41 0.347
H -33.377 23.053 -0.950 -0.34 -0.31 0.10 0.363
H -32.769 22.866 0.710 -0.20 0.07 0.07 0.347
H -31.200 22.423 -1.839 -0.17 0.36 -0.30 0.281
H -31.322 24.832 0.030 0.21 -0.06 0.16 0.276
H -30.702 24.731 -1.643 0.18 -0.02 0.18 0.275
C -20.324 20.362 -2.221 0.67 0.41 0.66 -1.308
C -19.797 21.299 -1.127 0.06 -0.61 0.98 0.329
C -20.798 22.287 -0.521 0.10 0.46 -2.38 -0.438
O -20.531 22.307 0.837 -0.22 0.83 0.61 -0.293
C -19.821 21.213 1.156 -0.73 0.46 3.70 0.695
O -19.616 20.901 2.310 0.11 0.21 -1.43 -0.610
O -19.480 20.572 0.104 1.06 -2.35 -2.26 -0.338
H -19.623 19.553 -2.426 0.03 -0.03 0.29 0.341
H -20.388 20.904 -3.164 -0.43 0.14 0.10 0.357
H -21.274 19.945 -1.887 -0.04 0.04 -0.32 0.343
H -18.833 21.759 -1.349 -0.20 0.21 -0.55 0.309
H -21.820 21.978 -0.742 -0.14 -0.03 0.23 0.308
H -20.612 23.250 -0.995 -0.29 0.27 0.38 0.303
C -23.949 22.714 7.114 0.41 -0.77 -0.52 -1.362
C -23.946 22.109 8.529 -0.03 0.08 -1.72 0.535
C -22.683 21.435 9.025 1.35 -0.05 -2.72 -0.412
O -22.500 21.845 10.325 -1.51 1.08 2.30 -0.316
C -23.345 22.917 10.572 0.20 1.57 2.01 0.613
O -23.387 23.560 11.631 0.01 -2.40 -4.10 -0.542
O -24.061 23.181 9.398 0.22 0.80 3.38 -0.351
H -24.670 23.503 6.898 -0.45 -0.25 0.73 0.347
H -24.160 21.909 6.410 0.11 0.02 -0.20 0.365
H -23.009 23.180 6.819 0.33 -0.27 0.32 0.325
H -24.767 21.395 8.605 -0.45 0.25 0.31 0.229
H -21.818 21.837 8.497 0.09 0.04 -0.50 0.241
H -22.641 20.362 8.835 -0.30 -0.08 0.71 0.328
C -17.199 27.603 -3.199 -0.39 -0.48 0.27 -1.006
C -16.589 28.379 -4.338 -0.59 1.40 -0.68 0.744
O -17.308 29.045 -5.105 1.92 -1.69 1.60 -0.558
C -15.028 28.402 -4.426 -1.39 0.80 -1.06 -0.992
H -18.251 27.378 -3.371 0.04 0.17 -0.18 0.295
H -17.150 28.166 -2.268 0.09 0.39 -0.07 0.281
H -16.697 26.668 -2.948 0.28 -0.03 -0.35 0.323
H -14.521 28.769 -3.534 -0.26 -0.41 0.22 0.321
H -14.852 29.141 -5.208 0.28 -0.07 -0.08 0.299
H -14.642 27.446 -4.779 0.01 -0.07 0.32 0.293
C -16.734 16.501 4.519 -0.85 -0.65 0.47 -0.930
C -15.806 16.730 5.637 3.32 0.97 0.18 0.705
O -14.743 16.120 5.698 -1.18 0.21 0.32 -0.560
C -16.018 17.930 6.592 -0.52 -1.28 0.06 -0.965
H -17.704 16.679 4.983 -0.48 0.11 -0.90 0.314
H -16.645 15.463 4.196 -0.06 0.07 -0.03 0.294
H -16.497 17.144 3.672 -0.27 0.25 0.19 0.252
H -15.532 17.675 7.534 0.09 0.13 -0.08 0.305
H -17.085 18.048 6.783 0.00 0.33 -0.01 0.320
H -15.589 18.854 6.205 -0.06 -0.14 -0.20 0.265
C -27.145 15.541 -4.782 -0.03 0.59 0.12 -0.952
C -26.700 16.757 -3.998 1.15 1.26 -2.29 0.743
O -26.117 17.674 -4.599 -1.13 -1.45 1.54 -0.579
C -26.917 16.718 -2.526 0.41 0.97 0.02 -1.001
H -26.299 14.871 -4.629 -0.28 -0.57 -0.12 0.264
H -27.247 15.767 -5.843 0.16 0.05 0.13 0.303
H -28.089 15.147 -4.406 0.23 -0.32 0.11 0.323
H -26.427 15.852 -2.082 -0.40 -0.19 -0.01 0.309
H -27.994 16.755 -2.368 0.03 -0.32 0.36 0.301
H -26.456 17.614 -2.109 -0.14 -0.02 0.13 0.288
C -23.650 27.629 2.079 -0.51 -0.35 1.00 -0.920
C -23.711 28.565 0.928 0.74 0.40 0.23 0.745
O -23.056 28.307 -0.041 0.46 -0.16 -1.27 -0.551
C -24.488 29.834 1.005 -0.88 0.71 0.12 -1.030
H -22.643 27.482 2.467 0.14 0.17 -0.34 0.290
H -23.986 26.663 1.702 -0.10 -0.08 0.21 0.264
H -24.262 27.957 2.919 -0.15 -0.18 -0.04 0.293
H -23.866 30.683 1.290 0.36 -0.18 0.19 0.261
H -25.295 29.791 1.736 -0.04 -0.05 -0.04 0.329
H -24.890 30.124 0.034 0.00 -0.29 -0.06 0.319
C -18.169 25.444 7.772 -1.17 0.87 -1.29 -0.889
C -18.868 26.332 8.780 1.23 -0.67 1.93 0.654
O -18.525 26.280 9.935 0.60 -0.41 0.94 -0.529
C -19.920 27.334 8.497 -0.37 -0.55 -1.45 -0.876
H -17.080 25.451 7.806 -0.21 0.08 0.43 0.297
H -18.500 25.890 6.834 0.44 -0.42 -0.59 0.283
H -18.556 24.425 7.778 0.06 0.01 0.28 0.230
H -20.021 27.364 7.413 -0.29 0.91 -0.01 0.290
H -19.616 28.246 9.011 -0.29 0.07 -0.40 0.299
H -20.864 26.963 8.895 0.01 0.11 0.17 0.243
C -14.631 16.234 -5.189 0.21 1.08 -0.81 -0.948
C -15.122 15.761 -6.573 2.26 -1.36 2.32 0.688
O -15.942 16.425 -7.094 -1.87 0.87 -1.87 -0.503
C -14.473 14.516 -7.167 -0.46 -0.27 -0.20 -1.049
H -14.928 17.283 -5.180 -0.60 -0.07 0.40 0.298
H -13.552 16.380 -5.152 0.23 -0.96 0.21 0.330
H -15.059 15.700 -4.340 0.28 -0.12 -0.13 0.271
H -13.423 14.692 -7.400 -0.05 0.29 -0.23 0.284
H -15.032 14.176 -8.039 0.20 0.29 -0.20 0.298
H -14.436 13.649 -6.507 -0.21 0.25 0.51 0.332
C -22.915 27.207 -6.963 0.02 0.16 -0.51 -0.315
Br -22.124 26.945 -8.761 -0.54 0.05 0.85 -0.017
Br -23.022 25.518 -5.983 -0.16 0.76 -0.44 0.003
Br -24.630 28.214 -7.068 1.09 -0.82 0.12 -0.028
H -22.192 27.840 -6.447 -0.39 -0.16 -0.02 0.358
```
Positions in Å, forces in eV/Å.

- energy (hartree) = -10446.49516
- HOMO (eV) = -9.341
- charge = 0



No. 2
Formula: C17H35AgF2Li2NO12PS4
Source: the Open Molecules 2025 dataset
Level of theory: wB97M-V/def2-TZVPD

Geometry as XYZ:
```
75
Properties=species:S:1:pos:R:3:forces:R:3:mulliken_charge:R:1
Li -0.590 -4.895 -0.148 -0.15 0.72 -0.05 0.903
Li 2.634 -0.589 -1.688 -0.23 0.69 0.87 0.890
Ag 1.273 -1.922 3.781 0.01 0.32 -0.26 0.768
O -0.701 -3.032 -0.156 0.42 -0.43 0.27 -0.551
P -0.089 -1.670 -0.051 0.82 -0.07 -1.81 0.050
O 1.027 -1.219 -0.923 -0.35 -0.78 0.58 -0.231
F 0.330 -1.510 1.463 -0.53 0.42 -0.38 0.179
F -1.226 -0.642 -0.324 0.03 -0.10 1.07 -0.048
C 0.186 2.789 2.938 0.43 1.35 1.36 -0.712
N 1.469 2.043 2.824 -0.34 -0.45 -1.62 0.758
O 1.440 0.818 2.964 0.02 0.04 0.60 -0.388
O 2.423 2.649 2.401 -0.11 -0.17 0.74 -0.452
H 0.267 3.633 2.258 -0.37 -0.45 -0.53 0.364
H 0.186 3.303 3.907 0.25 -0.32 0.12 0.353
H -0.694 2.163 2.945 0.16 -0.28 -0.60 0.088
C 6.676 0.163 1.628 0.01 1.25 -0.99 -0.594
C 7.038 -1.286 1.326 -0.89 -0.68 0.90 -0.589
C 5.777 -1.986 0.789 -0.33 -1.50 -0.30 -0.758
S 4.318 -1.114 1.367 1.56 2.75 1.17 0.924
O 3.537 -1.820 2.382 -0.37 -0.45 -0.67 -0.599
O 3.687 -0.459 0.236 -0.59 -0.84 -0.45 -0.436
C 5.280 0.217 2.238 0.01 -2.09 0.04 -0.774
H 6.734 0.750 0.706 -0.13 0.03 0.04 0.284
H 7.353 0.648 2.330 0.20 -0.22 -0.07 0.399
H 7.276 -1.777 2.273 0.19 -0.02 -0.07 0.301
H 7.861 -1.471 0.643 0.09 0.39 -0.02 0.323
H 5.668 -3.026 1.111 0.18 0.12 0.35 0.402
H 5.723 -2.085 -0.296 -0.05 0.61 -0.05 0.364
H 5.425 -0.217 3.231 -0.53 0.32 0.22 0.368
H 4.687 1.125 2.244 0.14 0.13 -0.11 0.432
C -3.867 -2.697 -3.411 -0.14 0.34 -0.54 -0.906
C -3.113 -1.934 -2.310 0.24 -0.56 0.60 0.072
C -3.944 -0.771 -1.865 -1.81 0.81 0.13 -0.708
S -4.647 -0.123 -3.397 -0.65 0.23 -0.23 1.119
O -3.784 0.955 -3.830 0.11 -0.35 -0.17 -0.587
O -6.067 0.136 -3.260 0.87 -0.24 0.07 -0.664
C -4.428 -1.651 -4.387 0.63 0.85 0.02 -0.764
H -4.667 -3.330 -3.027 0.01 0.19 0.34 0.323
H -3.145 -3.373 -3.870 -0.19 0.06 -0.38 0.418
H -2.149 -1.524 -2.619 0.01 -0.31 -0.46 0.133
H -2.903 -2.691 -1.553 0.04 0.44 0.41 0.127
H -3.545 0.135 -1.411 0.74 -0.35 0.04 0.317
H -4.852 -0.984 -1.290 0.21 -0.56 0.06 0.313
H -3.678 -1.427 -5.145 -0.12 0.16 -0.06 0.328
H -5.403 -1.742 -4.859 0.03 -0.66 0.10 0.448
C -3.665 0.376 3.610 1.14 0.91 -0.28 -0.783
C -2.939 -0.058 2.316 -0.49 -0.56 -0.03 0.008
C -3.213 -1.561 2.179 0.08 0.00 0.65 -0.423
S -2.938 -2.225 3.883 -2.51 1.23 0.49 1.046
O -1.555 -2.542 4.156 1.22 -0.19 -0.48 -0.570
O -3.981 -3.154 4.260 0.93 -0.01 -0.64 -0.655
C -3.316 -0.623 4.699 0.09 -0.47 0.14 -0.700
H -4.721 0.558 3.430 -0.13 -0.54 0.12 0.371
H -3.273 1.350 3.916 -0.10 0.03 -0.03 0.331
H -1.867 0.138 2.358 0.03 0.06 0.05 -0.168
H -3.364 0.431 1.440 0.16 0.20 0.03 0.335
H -2.658 -2.091 1.408 0.15 -0.08 0.20 0.006
H -4.282 -1.685 2.007 -0.01 -0.27 0.06 0.400
H -2.406 -0.396 5.256 0.06 0.28 -0.22 0.360
H -4.104 -0.733 5.440 -0.08 -0.43 -0.16 0.389
C -0.041 2.537 -3.999 -0.53 -1.41 -0.10 -0.808
C 0.795 3.787 -4.205 -0.04 -0.26 0.91 -0.553
C 2.135 3.501 -3.523 0.34 -1.05 -0.64 -0.791
S 1.653 2.611 -1.974 -0.69 1.18 -0.53 1.055
O 1.556 3.593 -0.927 0.30 -0.31 0.31 -0.620
O 2.472 1.414 -1.746 -0.44 0.08 -0.48 -0.569
C -0.061 2.192 -2.506 0.77 -0.02 -0.70 0.029
H 0.364 1.687 -4.562 0.39 0.19 -0.01 0.349
H -1.068 2.568 -4.367 0.00 0.51 0.10 0.378
H 0.408 4.622 -3.616 -0.56 0.18 -0.65 0.286
H 0.826 3.953 -5.278 0.43 0.60 0.12 0.366
H 2.758 4.367 -3.320 -0.23 0.06 0.49 0.426
H 2.741 2.838 -4.146 -0.06 -0.24 0.23 0.365
H -0.832 2.841 -2.096 0.47 0.01 0.85 0.310
H -0.209 1.145 -2.255 -0.19 0.01 -0.08 -0.158
```
Positions in Å, forces in eV/Å.

- energy (hartree) = -3921.87711
- HOMO (eV) = -14.056
- charge = +2



No. 3
Formula: C4H8N2
Source: the Open Molecules 2025 dataset
Level of theory: wB97M-V/def2-TZVPD

Geometry as XYZ:
```
14
Properties=species:S:1:pos:R:3:forces:R:3:mulliken_charge:R:1
C 1.802 -0.138 -0.075 0.20 0.22 -0.04 -0.495
N 1.097 -1.386 0.213 -0.16 -0.10 0.24 -0.641
C 0.593 -0.511 -0.848 -0.05 0.12 -0.20 0.153
C -0.698 0.259 -0.890 0.01 -0.37 -0.01 -0.220
C -1.633 -0.057 0.217 -0.19 -0.18 -0.03 -0.468
N -0.883 1.106 0.746 -0.01 0.13 0.11 -0.500
H 2.786 -0.249 -0.524 -0.17 0.01 0.05 0.249
H 1.710 0.673 0.645 -0.02 -0.13 -0.14 0.280
H 0.549 -1.270 1.063 0.06 0.01 -0.09 0.298
H 0.773 -0.915 -1.847 -0.02 0.05 0.14 0.396
H -0.402 1.442 -0.280 0.06 0.21 0.11 0.221
H -1.451 -0.949 0.818 -0.02 0.10 -0.13 0.147
H -2.698 0.107 0.050 0.19 0.00 0.00 0.242
H -1.545 1.889 0.711 0.12 -0.08 -0.02 0.338
```
Positions in Å, forces in eV/Å.

- energy (hartree) = -266.52091
- HOMO (eV) = -8.681
- charge = 0
- energy relative to the best compared isomer or geometry (same formula, charge and spin) (kcal/mol) = 126.2



For reference, orbital gap by record: 0.3264; 0.2806; 0.3475 hartree.